(1)
{"formula": "C17H32MnNO", "method": "ωB97M-V/def2-TZVPD", "species": ["H", "H", "H", "H", "H", "C", "H", "H", "C", "H", "H", "H", "H", "C", "H", "H", "Mn", "C", "H", "C", "C", "H", "H", "C", "C", "H", "H", "H", "C", "C", "C", "C", "H", "H", "O", "H", "H", "N", "H", "H", "H", "H", "H", "C", "H", "C", "H", "C", "C", "H", "C", "H"], "coordinates": [[0.7627, 3.6278, 1.4894], [-1.6372, -3.7590, 1.2166], [-2.4056, 0.7408, 0.9328], [2.1716, 2.3340, -4.3436], [-1.6476, -3.8414, -0.5927], [2.6482, -1.9430, 0.7894], [3.2235, 1.7760, -0.9458], [0.6372, -1.7293, 3.5999], [-4.3849, -2.3330, 0.2644], [-4.7318, -1.7544, 1.1472], [-2.4361, 0.6075, -0.8652], [-4.7545, -1.8579, -0.6695], [0.1095, -2.5087, 2.1120], [1.6452, 3.0862, 1.1521], [0.7600, 2.1632, -5.3970], [-3.8680, 0.1509, 0.0936], [0.1456, 0.2220, 0.0055], [1.4249, 1.6214, -4.7138], [0.0446, 1.5673, 4.1038], [-0.3846, 1.5366, 3.0984], [0.7665, -0.4750, 1.8742], [3.3333, -2.2072, 1.5996], [2.4954, 3.4461, 1.7369], [3.4807, 0.9808, -0.2450], [2.3356, 0.6275, 0.6453], [-0.6699, 1.5995, -1.9037], [1.9385, -2.7623, 0.6848], [-3.0038, -4.5310, 0.3566], [0.1105, -1.5654, 2.6564], [0.6342, 1.0059, -3.5547], [-2.1655, -1.2545, 0.1720], [-2.7622, 0.1303, 0.0779], [3.8151, 0.1271, -0.8323], [-0.9245, -1.3248, 2.8949], [-0.9422, -1.3386, 0.1849], [1.3174, 0.4454, -2.9034], [1.9502, 0.8547, -5.2935], [-2.9296, -2.3942, 0.2521], [0.5884, 2.7840, -2.2952], [-0.6580, 2.5561, 2.8302], [-0.8231, 2.6133, -3.3489], [3.2309, -1.9043, -0.1300], [-0.0842, 0.2758, -3.9494], [1.9639, -0.6479, 1.0673], [-4.8463, -3.3406, 0.3272], [-0.1111, 2.0582, -2.7267], [4.3361, 1.3349, 0.3359], [1.4797, 1.6099, 1.2974], [0.5759, 0.9447, 2.1241], [-1.3078, 0.9621, 3.1576], [-2.2749, -3.6949, 0.3127], [1.8278, 3.3773, 0.1172]], "nbo_charge": [0.2463, 0.2193, 0.2470, 0.2104, 0.2314, -0.6527, 0.2401, 0.2801, -0.4332, 0.2251, 0.2445, 0.2277, 0.2459, -0.6671, 0.2275, 0.2897, 1.5696, -0.6075, 0.2684, -0.6686, 0.0128, 0.2682, 0.2772, -0.6666, -0.0326, 0.0977, 0.2396, 0.2521, -0.6628, -0.4043, 0.6979, -0.7408, 0.2480, 0.2334, -0.7706, 0.1638, 0.2360, -0.3510, 0.2142, 0.2448, 0.2587, 0.2469, 0.2137, -0.1131, 0.2561, -0.5825, 0.2739, -0.0391, -0.0577, 0.2272, -0.4276, 0.2424], "s2": 6.454, "energy_ha": -1947.37508, "max_force_ev_per_a": 5.03, "relative_energy_kcal_mol": 0.0, "homo_lumo_gap_ev": [6.5649, 8.5802], "homo_energy_ha": [-0.5639, -0.5932], "charge": 2, "multiplicity": 5}


(2)
{"formula": "C4H8OS2", "method": "ωB97M-V/def2-TZVPD", "species": ["H", "H", "H", "H", "S", "H", "O", "C", "C", "H", "C", "C", "H", "S", "H"], "coordinates": [[-2.9001, 1.7572, -0.6030], [-1.4790, -1.8441, 1.0560], [3.1922, 0.1297, 0.6192], [2.8748, 1.3665, -0.7912], [-3.1392, 0.7989, 0.2455], [-0.9898, 0.4388, -0.7250], [0.4511, 1.2492, 0.0037], [-0.9586, -0.9687, 0.8582], [-1.7079, -0.2544, -0.3006], [2.9358, -0.5595, -1.0589], [1.2016, 0.3168, -0.0783], [2.7073, 0.3848, -0.3290], [-2.0543, -1.0654, -0.9709], [0.7407, -1.3869, 0.3595], [-0.8747, -0.3628, 1.7147]], "nbo_charge": [0.1228, 0.2221, 0.2539, 0.2442, -0.0604, 0.2540, -0.5657, -0.5180, -0.5157, 0.2362, 0.4529, -0.7195, 0.2075, 0.1605, 0.2253], "energy_ha": -1028.79471, "max_force_ev_per_a": 3.14, "relative_energy_kcal_mol": 17.8, "homo_lumo_gap_ev": 9.6567, "homo_energy_ha": -0.3302, "smiles": "CC(=O)SCCS", "charge": 0}


(3)
{"formula": "C19H18NOSeV", "method": "ωB97M-V/def2-TZVPD", "species": ["C", "H", "C", "H", "H", "C", "H", "C", "C", "C", "H", "H", "H", "H", "H", "N", "C", "C", "C", "H", "H", "Se", "C", "O", "H", "H", "H", "V", "C", "C", "C", "C", "C", "C", "H", "H", "H", "C", "C", "H", "C"], "coordinates": [[-0.4781, 2.1555, 2.7190], [2.5378, 1.6258, 1.3111], [-0.4396, 1.2206, -3.1755], [-1.5459, -2.8512, 3.0283], [-1.7963, 2.3230, 0.9125], [0.6021, -2.0996, 3.1787], [1.0823, -1.7836, -3.7461], [-0.8137, 2.0878, 1.3390], [1.5486, -1.6987, 2.1707], [-0.6384, -2.4609, 2.5463], [0.8375, -2.2191, 4.2374], [-0.9632, 1.7869, -2.4017], [0.5496, 1.8766, -0.4373], [0.6456, 1.5818, -6.3986], [-1.1479, -2.7031, 0.3969], [-0.8372, -0.0581, 3.8016], [-1.9305, -0.5716, -1.2008], [0.8951, -1.8568, 0.8979], [1.4773, 1.6696, 1.5627], [1.4653, -0.7228, -5.9475], [-1.1547, 2.4507, 3.5120], [-0.3693, -0.1848, 6.6956], [0.9204, 1.8447, 2.8672], [-0.8572, -0.0389, -0.4427], [1.3960, -1.8165, -0.0688], [1.4856, 1.8518, 3.7933], [-2.4702, -1.3343, -0.6377], [-0.0530, -0.0893, 1.9752], [-0.1870, 1.8189, -4.4115], [0.3992, 1.7971, 0.6284], [0.7051, -0.7698, -3.9326], [-0.5712, -0.8936, -1.7710], [-0.4464, -2.3311, 1.1426], [-0.6741, -0.0860, 4.9895], [2.6076, -1.4726, 2.3342], [-2.4942, 0.1390, -1.8095], [-0.5211, 2.8387, -4.6053], [0.4855, 1.1332, -5.4223], [-0.0747, -0.1304, -2.9260], [-0.1121, -1.8623, -1.5332], [0.9355, -0.1665, -5.1721]], "nbo_charge": [-0.1335, 0.2697, -0.1474, 0.2723, 0.2681, -0.1788, 0.2165, -0.3067, -0.3280, -0.1843, 0.2717, 0.2026, 0.2671, 0.2328, 0.2528, -0.6788, -0.0832, -0.2869, -0.2683, 0.2324, 0.2697, 0.0633, -0.2825, -0.5765, 0.2616, 0.2713, 0.1952, 1.1368, -0.2214, -0.2012, -0.1758, 0.0804, -0.2770, 0.1450, 0.2736, 0.2106, 0.2292, -0.1808, -0.1294, 0.2195, -0.2019], "s2": 0.833, "energy_ha": -4209.88399, "max_force_ev_per_a": 2.52, "relative_energy_kcal_mol": 14.2, "homo_lumo_gap_ev": [6.1650, 6.6847], "homo_energy_ha": [-0.4100, -0.4095], "charge": 1, "multiplicity": 2}


(4)
{"formula": "C18H24ClN3O2", "method": "ωB97M-V/def2-TZVPD", "species": ["C", "H", "H", "H", "C", "H", "H", "C", "C", "H", "C", "Cl", "C", "H", "N", "H", "H", "H", "C", "O", "C", "H", "C", "H", "H", "H", "H", "C", "H", "C", "C", "H", "C", "H", "N", "C", "H", "C", "H", "H", "H", "C", "O", "C", "C", "N", "H", "H"], "coordinates": [[0.9451, 4.4895, -1.3508], [1.8024, 2.7410, 1.9622], [1.6628, -1.5795, 1.7514], [-0.2095, -3.6483, -0.5145], [0.2931, 3.1366, 0.5016], [-1.5727, 4.1982, -2.1443], [-3.1187, -1.5067, -0.8013], [-2.1336, -1.0364, 1.4719], [0.0151, -1.2490, 0.4103], [2.1104, -3.9380, 0.3820], [2.2219, 4.6035, -0.8208], [0.6106, 5.2880, -2.8505], [-1.6021, 2.1558, -1.6177], [1.8574, -1.5375, -0.6374], [-1.4041, -1.6069, 0.3469], [-1.6691, -1.9751, -1.6950], [-0.4665, 2.5594, 1.0079], [-2.1757, -1.1585, 3.6158], [-1.8711, 0.0948, -1.3900], [3.0532, -3.6074, -1.3423], [0.5997, -1.8197, 1.7057], [0.2835, -1.6902, 3.8385], [2.5319, 3.9741, 0.3703], [0.0086, -0.1767, 2.9667], [3.5277, 4.0599, 0.7773], [-2.0602, 0.0618, 1.4744], [2.8954, -3.6327, -2.2929], [0.8006, -1.7558, -0.8062], [0.4869, -2.9038, 1.6965], [0.6435, -3.2604, -1.0713], [1.5649, 3.2365, 1.0331], [0.5045, -1.1870, -1.6892], [1.8934, -4.0546, -0.6810], [-1.7410, -2.6707, 2.8044], [-1.4598, 1.6761, -2.8183], [-1.4310, 3.5849, -1.2566], [1.7245, -5.1229, -0.8860], [-2.0472, -1.3101, -0.9155], [-2.1693, 3.8449, -0.4961], [0.4546, -3.4310, -2.1353], [-3.1868, -1.3071, 1.3601], [-1.6056, -1.5880, 2.7905], [-1.6288, 0.3293, -2.6862], [-0.0408, 3.7593, -0.6963], [-0.1253, -1.2602, 2.9224], [-1.8669, 1.1880, -0.6899], [2.9654, 5.1808, -1.3477], [0.1286, -0.1480, 0.4433]], "nbo_charge": [-0.0231, 0.2157, 0.2106, 0.2261, -0.1420, 0.2569, 0.2321, -0.2218, -0.0482, 0.1760, -0.2249, 0.0052, 0.3262, 0.2326, -0.4473, 0.2267, 0.2191, 0.2094, 0.5212, -0.7189, -0.3963, 0.2087, -0.2000, 0.1926, 0.2183, 0.1904, 0.4612, -0.4239, 0.1982, -0.4488, -0.2289, 0.2073, -0.0539, 0.2000, -0.1499, -0.4721, 0.1585, -0.2725, 0.2423, 0.1976, 0.1959, -0.4023, -0.2804, -0.0603, -0.3960, -0.5289, 0.2275, 0.1841], "energy_ha": -1475.21764, "max_force_ev_per_a": 1.24, "relative_energy_kcal_mol": 40.0, "homo_lumo_gap_ev": 9.6920, "homo_energy_ha": -0.3273, "smiles": "OCCC[C@@H]1CCCCN1Cc1nc(Cc2ccccc2Cl)no1", "charge": 0}


(5)
{"formula": "C29H48NP3S2Sn", "method": "ωB97M-V/def2-TZVPD", "species": ["H", "H", "C", "H", "C", "H", "C", "H", "H", "H", "H", "H", "H", "P", "H", "C", "C", "H", "H", "H", "C", "H", "H", "C", "H", "H", "N", "H", "H", "C", "C", "H", "H", "C", "H", "C", "H", "C", "H", "C", "C", "H", "H", "H", "H", "C", "H", "H", "C", "C", "H", "H", "C", "H", "H", "C", "H", "H", "H", "H", "C", "C", "Sn", "H", "C", "C", "C", "C", "C", "C", "H", "H", "H", "S", "S", "C", "P", "H", "H", "C", "H", "P", "H", "H"], "coordinates": [[3.0991, 3.0072, 1.8893], [4.7970, 2.6595, 1.4357], [-3.0133, 1.7703, 2.1850], [-0.6459, -3.1447, -2.1022], [-4.5437, 0.4675, -1.8706], [4.3785, -1.4332, 0.8886], [4.6579, -0.3759, 0.7970], [0.8926, -4.0409, -1.8964], [4.1176, -2.0580, -1.3819], [0.3540, 2.3211, -2.1492], [4.6888, -0.0077, 3.6685], [4.3393, -2.1562, -3.1547], [1.1102, -2.7108, -3.8893], [3.4939, 0.6545, 1.6887], [-3.9277, 2.0244, -3.1588], [-1.8639, -0.6475, 3.8113], [-4.3347, 1.7531, -2.1795], [1.6488, -4.3126, 1.2072], [0.7618, 1.5115, 4.0579], [-6.8711, 2.2195, 2.3072], [-3.6552, 1.9522, 3.4193], [3.1853, -3.2545, -2.3349], [3.4968, 2.5546, 0.2078], [1.4344, -1.6808, -4.0818], [2.8962, 1.3368, -2.8942], [-0.5723, -4.5543, -1.0040], [-1.1333, 0.4486, 0.7905], [-2.2264, -2.3374, 5.1007], [1.0430, 3.9259, -3.9334], [-0.0246, 2.2212, -3.1683], [-5.7874, 2.1049, 2.2759], [-2.1596, 0.2558, -4.9599], [4.6866, -0.1050, -0.2664], [0.1311, 0.6552, 4.3076], [-2.7613, -0.8014, 3.2099], [-0.8797, -3.0064, 1.2673], [0.0589, 3.7492, -6.2183], [1.9131, -3.3504, 0.7446], [5.6590, -0.2359, 1.2285], [-1.0090, 0.4158, 3.5243], [-0.8613, 1.1307, -3.4811], [-3.2479, 1.7690, 0.0369], [2.6781, -3.5162, -0.0261], [-0.1761, -1.9567, 6.4719], [-1.8644, -2.6790, 0.9053], [-1.5605, -1.5022, 4.8774], [-2.0035, -0.0638, 0.6331], [-4.6013, 2.5724, -1.5067], [0.3316, 3.1302, -4.1633], [3.6947, 0.4105, 3.4533], [2.1369, -1.6635, -4.9260], [-5.5394, 2.2294, 4.4242], [0.4229, -0.1973, 5.3714], [-4.9657, 0.1443, -0.9150], [2.1527, 0.2601, 1.3325], [3.7475, 2.3786, 1.2632], [-1.5902, 1.9360, -6.7224], [3.5787, 1.3682, 3.9786], [-0.6687, -2.4958, 2.2161], [-0.8979, -4.0945, 1.4316], [-5.0431, 2.1105, 3.4602], [3.2171, 0.3952, -3.3572], [0.5852, -0.0270, -0.4925], [0.5522, -1.0754, -4.3244], [-0.2194, 3.0297, -5.4464], [-0.4170, -1.2814, 5.6492], [3.6081, -2.2401, -2.3382], [-3.7508, 1.8455, 0.9979], [-0.0136, -3.6866, -1.3853], [-1.1318, 2.0059, -5.7353], [4.2948, 0.2580, -3.1938], [-3.0689, 1.9456, 4.3375], [1.3093, -0.0118, 5.9803], [-1.2013, -0.1409, -2.3562], [-1.2577, 1.4481, 2.0807], [-1.4519, 1.0612, -4.7655], [0.3999, -2.6235, 0.0356], [3.0080, 0.4468, -4.4343], [2.3240, -2.6893, 1.5206], [-5.1380, 1.9538, 1.0437], [-4.3281, -0.3132, -2.6066], [2.2935, -0.9984, -2.6223], [-5.6953, 1.9111, 0.1106], [2.9239, -0.2797, 3.8173]], "lowdin_charge": [0.0801, 0.0989, -0.3896, 0.0384, -0.0807, 0.0534, -0.1897, 0.0541, 0.0243, 0.0697, 0.0894, 0.0882, 0.0534, 0.8634, 0.0584, -0.0936, -0.0582, 0.0867, 0.1030, 0.1349, -0.0591, 0.0560, 0.0637, -0.2207, 0.0315, 0.0846, -0.5040, 0.1331, 0.1357, -0.1077, -0.0024, 0.1304, 0.0551, -0.1017, 0.1282, -0.2260, 0.1471, -0.2188, 0.0979, -0.4246, -0.6331, 0.0688, 0.0406, 0.1339, 0.0682, -0.0312, 0.0172, 0.0576, -0.0133, -0.1788, 0.0881, 0.1348, -0.0559, 0.0555, -0.0758, -0.1783, 0.1434, 0.0836, 0.0416, 0.0849, -0.0150, -0.2276, 0.7787, 0.0230, 0.0343, -0.0190, -0.2244, -0.1036, -0.2172, 0.0070, 0.0678, 0.1253, 0.1250, 0.7386, 1.0865, -0.0648, 0.7124, 0.0740, 0.0420, -0.0478, 0.0508, 0.7667, 0.1031, 0.0495], "energy_ha": -3221.79667, "max_force_ev_per_a": 1.85, "homo_lumo_gap_ev": [4.2820, 4.8422], "homo_energy_ha": [-0.6805, -0.6805], "charge": 4}